No. 1
# C3H31O13Y

C3H31O13Y as an isolated structure at a distorted geometry (ωB97M-V with the def2-TZVPD basis set, the OMol25 dataset).

```
! RIJCOSX wB97M-V def2-TZVPD def2/J DEFGRID3
* xyz 2 1
Y 30.39 16.79 -5.12
C 32.82 17.11 -1.83
C 31.77 16.03 -1.88
C 30.60 16.22 -0.92
O 31.33 15.76 -3.22
H 33.77 16.78 -2.26
H 33.11 17.26 -0.78
H 32.47 18.07 -2.20
H 32.17 15.06 -1.57
H 30.17 17.22 -1.06
H 30.86 16.20 0.14
H 29.82 15.48 -1.08
O 31.55 14.60 -5.77
H 31.71 13.95 -5.05
H 31.64 14.09 -6.59
O 31.02 18.97 -4.35
H 30.95 19.51 -3.54
H 31.54 19.51 -4.97
O 30.16 18.92 1.44
H 30.27 18.08 0.97
H 30.26 19.60 0.77
O 32.68 17.28 -5.70
H 33.17 17.82 -6.34
H 33.35 16.98 -5.06
O 35.09 19.62 -1.44
H 35.00 20.39 -0.86
H 34.28 19.12 -1.31
O 27.19 15.83 -2.01
H 27.01 14.88 -1.96
H 26.31 16.23 -2.12
O 34.11 14.00 -3.77
H 33.44 13.35 -3.51
H 33.66 14.86 -3.81
O 30.02 13.10 0.13
H 30.54 13.15 0.93
H 30.30 13.85 -0.41
O 36.81 17.35 -2.42
H 37.61 17.88 -2.46
H 36.10 17.99 -2.27
O 28.90 17.50 -3.35
H 28.63 18.34 -2.96
H 28.37 16.81 -2.86
O 27.73 15.99 0.90
H 27.27 16.83 0.84
H 27.91 15.72 -0.01
O 31.52 12.82 -2.99
H 31.49 13.78 -2.85
H 30.60 12.52 -2.96
*
```

Partial charges, Löwdin, in e:
1 Y 1.93
2 C -0.04
3 C -0.51
4 C -0.06
5 O -0.37
6 H 0.09
7 H 0.11
8 H 0.07
9 H 0.13
10 H 0.07
11 H 0.10
12 H 0.05
13 O -0.10
14 H 0.06
15 H 0.11
16 O -0.09
17 H 0.11
18 H 0.11
19 O -0.04
20 H -0.01
21 H 0.03
22 O -0.09
23 H 0.12
24 H 0.10
25 O -0.04
26 H 0.07
27 H 0.00
28 O -0.04
29 H 0.10
30 H 0.10
31 O -0.03
32 H 0.02
33 H -0.01
34 O -0.04
35 H 0.06
36 H -0.03
37 O -0.06
38 H 0.05
39 H -0.03
40 O -0.13
41 H 0.10
42 H 0.04
43 O -0.04
44 H 0.04
45 H -0.02
46 O -0.04
47 H -0.02
48 H 0.07

No. 2
# C3H32N2O15

A 14-piece molecular cluster, C3H32N2O15 overall at a distorted geometry (ωB97M-V with the def2-TZVPD basis set, the OMol25 dataset).

```
! RIJCOSX wB97M-V def2-TZVPD def2/J DEFGRID3
* xyz 0 1
O -0.44 -3.06 2.16
C -0.64 -2.14 1.47
N 0.24 -1.03 1.58
C 0.14 0.08 0.72
N 0.64 1.30 1.16
O -0.55 0.03 -0.26
C -1.80 -2.07 0.42
H 1.01 -1.03 2.30
H 0.99 1.41 2.17
H 0.36 2.19 0.70
H -1.41 -1.77 -0.44
H -2.68 -1.61 0.79
H -2.09 -3.04 0.08
H -2.35 1.70 2.82
H -3.59 2.37 2.77
O -3.00 2.07 3.43
H 2.25 -2.42 -0.44
H 1.08 -3.30 -0.07
O 1.84 -3.31 -0.70
H 4.56 0.19 -1.84
H 3.99 -1.12 -1.93
O 4.66 -0.67 -1.57
H 3.31 -0.10 2.18
H 3.77 1.22 2.83
O 3.00 0.63 2.77
H -2.02 3.60 0.69
H -2.70 2.37 0.05
O -2.13 2.68 0.70
H 5.03 0.37 0.05
H 3.73 1.33 0.36
O 4.43 0.86 0.66
H -1.43 0.09 2.79
H -2.70 -0.03 3.69
O -2.19 -0.45 2.98
H 0.81 0.32 -1.82
H 1.08 -0.29 -3.25
O 1.10 0.55 -2.70
H 2.76 1.27 -2.62
H 3.46 2.41 -2.06
O 3.61 1.55 -2.36
H -1.37 0.37 -2.13
H -1.64 -0.84 -3.08
O -2.11 -0.15 -2.64
H -3.01 0.53 -1.22
H -3.61 1.76 -2.18
O -3.55 1.42 -1.25
H 0.94 -2.74 -4.21
H 1.33 -3.02 -2.81
O 1.23 -2.29 -3.45
H -4.24 0.17 1.26
H -5.05 1.00 0.30
O -5.06 0.65 1.14
*
```

Partial charges, natural (NBO), in e:
1 O -0.54
2 C 0.72
3 N -0.73
4 C 0.81
5 N -0.86
6 O -0.71
7 C -0.71
8 H 0.44
9 H 0.43
10 H 0.43
11 H 0.24
12 H 0.25
13 H 0.23
14 H 0.46
15 H 0.48
16 O -0.95
17 H 0.47
18 H 0.48
19 O -0.95
20 H 0.49
21 H 0.46
22 O -0.96
23 H 0.49
24 H 0.49
25 O -0.99
26 H 0.47
27 H 0.50
28 O -0.99
29 H 0.52
30 H 0.48
31 O -1.00
32 H 0.46
33 H 0.51
34 O -0.96
35 H 0.49
36 H 0.51
37 O -1.00
38 H 0.50
39 H 0.47
40 O -0.97
41 H 0.51
42 H 0.48
43 O -0.98
44 H 0.53
45 H 0.50
46 O -1.02
47 H 0.47
48 H 0.51
49 O -0.97
50 H 0.47
51 H 0.48
52 O -0.95

No. 3
# C3H33O13S

A 14-piece molecular cluster, C3H33O13S overall at a distorted geometry (ωB97M-V with the def2-TZVPD basis set, the OMol25 dataset).

```
! RIJCOSX wB97M-V def2-TZVPD def2/J DEFGRID3
* xyz -1 1
C 1.27 -0.23 3.61
C 0.31 0.85 3.10
C -1.15 0.49 3.42
S -1.65 -1.02 2.52
H 1.52 -0.95 2.85
H 0.85 -0.72 4.48
H 2.20 0.23 3.97
H 0.54 1.81 3.59
H 0.36 1.13 2.05
H -1.79 1.35 3.14
H -1.34 0.37 4.49
H -2.35 0.02 -3.84
H -2.53 -0.46 -2.36
O -1.95 0.01 -2.97
H -0.51 -3.75 -0.91
H -1.67 -3.28 -1.81
O -0.75 -3.08 -1.57
H -3.89 -1.92 -1.68
H -2.85 -2.15 -0.66
O -3.44 -2.65 -1.25
H 3.98 1.18 -1.01
H 3.59 0.17 -2.06
O 4.38 0.55 -1.64
H 2.25 -2.28 -2.12
H 1.11 -1.78 -2.92
O 1.90 -1.45 -2.45
H -3.90 1.50 -1.05
H -2.44 1.47 -0.92
O -3.14 2.05 -1.26
H -0.43 -1.04 -0.68
H 0.09 -1.01 0.82
O 0.33 -0.89 -0.12
H 1.54 0.76 -0.81
H 2.08 1.57 0.36
O 2.13 1.50 -0.60
H -1.83 3.00 0.84
H -1.52 3.80 -0.28
O -1.03 3.31 0.39
H 3.66 1.84 2.53
H 3.82 0.50 1.79
O 3.50 1.41 1.69
H 4.33 -0.96 -0.55
H 3.25 -1.74 0.14
O 4.17 -1.47 0.27
H -2.61 0.34 0.61
H -3.30 -0.79 1.11
O -3.16 -0.35 0.22
H -0.66 1.55 -2.95
H 0.56 2.24 -3.09
O -0.16 1.98 -3.68
*
```

Partial charges, natural (NBO), in e:
1 C -0.61
2 C -0.42
3 C -0.50
4 S -0.71
5 H 0.21
6 H 0.21
7 H 0.18
8 H 0.18
9 H 0.21
10 H 0.17
11 H 0.18
12 H 0.48
13 H 0.47
14 O -0.95
15 H 0.47
16 H 0.49
17 O -0.98
18 H 0.46
19 H 0.51
20 O -0.97
21 H 0.51
22 H 0.49
23 O -0.98
24 H 0.46
25 H 0.49
26 O -0.95
27 H 0.47
28 H 0.47
29 O -0.95
30 H 0.48
31 H 0.50
32 O -1.02
33 H 0.50
34 H 0.50
35 O -1.00
36 H 0.46
37 H 0.47
38 O -0.93
39 H 0.47
40 H 0.50
41 O -0.96
42 H 0.50
43 H 0.47
44 O -0.99
45 H 0.48
46 H 0.51
47 O -1.06
48 H 0.49
49 H 0.47
50 O -0.96

It is found that the energy relative to the best compared isomer or geometry (same formula, charge and spin) values, taken in the order of the records, are 25.7 35.0 2.6 kcal per mole.